Record 1
Here is an isolated ion of composition C6H10N and charge +1 in a non-equilibrium geometry from the OMol25 dataset. Energies are from wB97M-V/def2-TZVPD.

CARTESIAN COORDINATES (ANGSTROEM)
C -0.61 0.83 1.51
C 1.70 -0.95 -1.07
C -0.15 -0.55 1.08
C -1.18 0.22 0.33
C 0.79 -0.43 -0.08
C -2.04 0.05 -0.73
N 1.94 0.38 -0.25
H -1.38 0.69 2.24
H -0.02 1.66 1.69
H 2.34 -1.77 -0.78
H 1.31 -0.83 -2.05
H 0.03 -1.42 1.58
H -1.49 0.14 -1.71
H -2.88 0.77 -0.87
H -2.50 -0.96 -0.82
H 2.79 0.51 0.39
H 1.98 1.22 -0.74

## Properties
Highest occupied orbital energy (spin up / spin down): -0.4470 / -0.4470 Eh
Net charge: +1
Lowest unoccupied orbital energy (spin up / spin down): -3.906 / -3.905 eV
Gap between HOMO and LUMO (spin up / spin down): 8.26 / 8.26 eV
Relative energy (zero: lowest compared OMol25 entry of this formula, charge and spin): 123.8 kcal per mole

natural (NBO) population analysis, charges in e, atoms 1 to 8: C -0.40; C -0.18; C -0.27; C 0.26; C -0.01; C -0.72; N -0.54; H 0.25


Record 2
Here is an isolated ion of composition C6H10N and charge +1 in a non-equilibrium geometry from the OMol25 dataset. Energies are from wB97M-V/def2-TZVPD.

CARTESIAN COORDINATES (ANGSTROEM)
C -1.82 0.59 -1.91
C -0.33 0.43 -1.89
C 0.12 -0.03 -0.58
C -0.14 -0.74 0.58
C 0.48 0.14 1.56
C 1.22 -0.27 2.73
N 1.17 0.27 0.31
H -2.10 1.03 -1.00
H -2.38 -0.22 -2.08
H -2.10 1.29 -2.66
H 0.08 1.44 -1.80
H 0.21 0.04 -2.82
H -0.11 1.07 1.92
H 0.57 -0.28 3.68
H 2.08 0.36 2.90
H 1.48 -1.29 2.82
H 2.07 -0.19 0.38

## Properties
Highest occupied orbital energy: -0.5557 Eh
SMILES: CCC1=C2[C@@H](C)[N@H+]12
Net charge: +1
Lowest unoccupied orbital energy: -5.254 eV
Gap between HOMO and LUMO: 9.87 eV
Relative energy (zero: lowest compared OMol25 entry of this formula, charge and spin): 99.8 kcal per mole

natural (NBO) population analysis, charges in e, atoms 1 to 8: C -0.59; C -0.48; C 0.28; C 0.19; C -0.10; C -0.68; N -0.34; H 0.21


Record 3
Here is an isolated ion of composition C6H10N and charge +1 in a non-equilibrium geometry from the OMol25 dataset. Energies are from wB97M-V/def2-TZVPD.

CARTESIAN COORDINATES (ANGSTROEM)
C 0.84 -2.84 1.36
C 0.28 -1.84 0.73
C 0.71 -0.46 0.81
N 0.40 0.50 0.02
C 0.63 1.90 -0.10
C -0.29 1.13 -1.04
C -1.76 1.18 -1.16
H 0.56 -3.88 1.23
H 1.84 -2.78 1.94
H -0.54 -1.87 -0.02
H 1.50 -0.14 1.48
H 1.71 2.19 -0.33
H 0.26 2.61 0.68
H 0.08 0.76 -2.05
H -2.33 1.19 -0.20
H -2.03 0.24 -1.76
H -1.85 2.12 -1.60

## Properties
Highest occupied orbital energy: -0.5480 Eh
SMILES: C=C/C=[N+]1/C[C@@H]1C
Net charge: +1
Lowest unoccupied orbital energy: -5.050 eV
Gap between HOMO and LUMO: 9.86 eV
Relative energy (zero: lowest compared OMol25 entry of this formula, charge and spin): 41.6 kcal per mole

natural (NBO) population analysis, charges in e, atoms 1 to 8: C -0.20; C -0.33; C 0.27; N -0.27; C -0.24; C -0.03; C -0.63; H 0.24


Record 4
Here is C6H10N2 as an isolated structure in a non-equilibrium geometry from the OMol25 dataset. Energies are from wB97M-V/def2-TZVPD.

CARTESIAN COORDINATES (ANGSTROEM)
C -1.40 -0.36 0.36
C -0.28 -1.25 -0.14
C 1.04 -0.10 -0.21
C 2.37 -0.04 -0.68
C 0.32 1.16 0.00
C -0.92 1.06 0.12
H -3.56 -0.21 0.78
H -2.90 1.19 -0.81
H -1.80 -0.50 1.33
H -0.20 -2.02 0.77
H -0.21 -1.44 -1.24
H 2.76 -0.91 -1.26
H 2.69 1.17 -0.62
H 2.19 0.47 1.47
H 0.63 2.16 0.02
H -1.57 1.99 0.07
N -2.84 -0.32 -0.38
N 2.15 -0.35 0.78

## Properties
Highest occupied orbital energy: -0.3278 Eh
Net charge: 0
Lowest unoccupied orbital energy: 0.325 eV
Gap between HOMO and LUMO: 9.25 eV
Relative energy (zero: lowest compared OMol25 entry of this formula, charge and spin): 214.2 kcal per mole

natural (NBO) population analysis, charges in e, atoms 1 to 8: C -0.14; C -0.42; C 0.05; C -0.26; C -0.25; C -0.17; H 0.32; H 0.29


Record 5
Here is one molecule with the formula C6H10N2 in a non-equilibrium geometry from the OMol25 dataset. Energies are from wB97M-V/def2-TZVPD.

CARTESIAN COORDINATES (ANGSTROEM)
C -1.28 -1.07 0.60
C -0.32 -0.24 0.23
C 0.34 0.87 1.06
C -0.34 1.77 1.93
N 0.36 2.25 0.75
C 0.13 -0.35 -1.31
C 1.24 -1.45 -1.53
N -0.25 -1.83 -1.62
H -1.96 -1.01 1.41
H -1.49 -1.68 -0.38
H 1.28 0.45 1.27
H -1.44 1.65 1.77
H -0.12 2.35 2.75
H 1.24 2.85 1.32
H -0.26 0.69 -2.06
H 1.81 -1.90 -0.64
H 2.01 -1.31 -2.45
H -0.36 -2.17 -2.79

## Properties
Highest occupied orbital energy: -0.3307 Eh
SMILES: C=C([C@@H]1CN1)[C@H]1CN1
Net charge: 0
Lowest unoccupied orbital energy: 0.920 eV
Gap between HOMO and LUMO: 9.92 eV
Relative energy (zero: lowest compared OMol25 entry of this formula, charge and spin): 177.6 kcal per mole

natural (NBO) population analysis, charges in e, atoms 1 to 8: C -0.42; C -0.02; C -0.13; C -0.27; N -0.56; C -0.12; C -0.27; N -0.65


Record 6
Here is one molecule with the formula C6H10N2 in a non-equilibrium geometry from the OMol25 dataset. Energies are from wB97M-V/def2-TZVPD.

CARTESIAN COORDINATES (ANGSTROEM)
C 1.51 2.38 -0.16
C 1.00 0.99 0.07
C 1.16 0.10 1.03
N 0.93 -1.10 1.34
C 0.45 -1.74 0.15
N -0.66 -1.08 -0.49
C -1.89 -1.28 0.23
C -0.32 0.43 -0.63
H 0.95 2.97 -0.82
H 2.55 2.31 -0.71
H 1.53 2.83 0.79
H 1.32 -1.85 -0.50
H 0.01 -2.74 0.28
H -2.48 -0.41 -0.07
H -2.50 -2.13 -0.06
H -1.82 -1.35 1.40
H -1.27 0.92 -0.13
H -0.46 0.75 -1.73

## Properties
Highest occupied orbital energy (spin up / spin down): -0.2928 / -0.2928 Eh
SMILES: CC1=C=NCN(C)C1
Net charge: 0
Lowest unoccupied orbital energy (spin up / spin down): -0.100 / -0.099 eV
Gap between HOMO and LUMO (spin up / spin down): 7.87 / 7.87 eV
Relative energy (zero: lowest compared OMol25 entry of this formula, charge and spin): 107.2 kcal per mole

natural (NBO) population analysis, charges in e, atoms 1 to 8: C -0.62; C -0.23; C 0.42; N -0.49; C -0.07; N -0.42; C -0.43; C -0.23